Molecular formula: C22H30N6O2STi
Method: DFT, ωB97M-V with the def2-TZVPD basis set

Each line ends with the Löwdin charge.
Positions of all 62 atoms, in Å:
Ti -0.141 -0.007 -0.056  0.969
C -3.173 0.721 1.177  -0.086
N -2.706 0.133 -0.094  -0.222
C -3.399 0.832 -1.209  -0.192
C -2.501 1.660 -2.105  -0.172
C -1.432 0.876 -2.841  -0.238
N -0.324 0.413 -2.004  -0.156
C 0.767 0.077 -2.768  -0.116
C 2.077 -0.305 -2.346  -0.163
C 3.043 -0.601 -3.338  -0.059
C 4.339 -0.922 -3.019  -0.109
C 4.736 -0.950 -1.675  -0.094
C 3.823 -0.662 -0.682  -0.012
C 2.500 -0.357 -0.994  -0.289
O 1.634 -0.069 -0.013  -0.188
C -3.094 -1.305 -0.079  -0.191
C -2.602 -2.114 -1.275  -0.139
C -1.127 -2.579 -1.188  -0.182
N -0.420 -1.892 -0.119  -0.152
C 0.157 -2.633 0.854  -0.072
C 0.566 -2.111 2.126  -0.159
C 1.252 -2.953 3.024  -0.051
C 1.619 -2.533 4.284  -0.106
C 1.295 -1.241 4.699  -0.089
C 0.612 -0.393 3.842  -0.052
C 0.254 -0.795 2.562  -0.315
O -0.419 0.065 1.759  -0.238
H -4.259 0.609 1.274  0.095
H -2.942 1.789 1.202  0.088
H -2.677 0.250 2.015  0.079
H -4.170 1.481 -0.789  0.116
H -3.926 0.102 -1.825  0.117
H -2.048 2.476 -1.537  0.094
H -3.140 2.131 -2.856  0.119
H -1.034 1.514 -3.633  0.113
H -1.905 0.029 -3.352  0.113
H 0.637 0.137 -3.844  0.107
H 2.734 -0.565 -4.377  0.105
H 5.051 -1.144 -3.804  0.095
H 5.759 -1.195 -1.414  0.097
H 4.102 -0.670 0.366  0.121
H -4.187 -1.364 -0.035  0.124
H -2.708 -1.734 0.843  0.124
H -2.754 -1.540 -2.189  0.081
H -3.247 -2.989 -1.363  0.113
H -0.630 -2.395 -2.140  0.108
H -1.098 -3.652 -1.009  0.110
H 0.282 -3.696 0.680  0.117
H 1.489 -3.961 2.697  0.108
H 2.152 -3.204 4.946  0.096
H 1.579 -0.894 5.685  0.099
H 0.361 0.617 4.141  0.098
N 0.051 2.551 0.108  0.020
N 0.592 3.688 0.702  -0.086
C 1.488 3.664 1.740  -0.919
N 1.671 4.926 2.247  0.053
S 2.225 2.341 2.368  0.708
H 0.137 2.625 -0.894  0.086
H -0.922 2.470 0.374  0.069
H 0.043 4.524 0.610  0.133
H 1.516 5.725 1.653  0.091
H 2.442 5.000 2.887  0.078

Calculated values
E_LUMO (spin up / spin down): 0.0039 / 0.0032 hartree
energy relative to the best compared isomer or geometry (same formula, charge and spin): 40.45 kcal/mol
multiplicity: 3
total charge: 0
HOMO (spin up / spin down): -4.91 / -7.77 eV